No. 1
A cluster of 2 separate species, C3H9OPS in total at a distorted geometry, computed with the ωB97M-V functional and the def2-TZVPD basis.

Each line ends with the Löwdin charge.
Atoms and positions in Å:
C: 2.676 1.532 0.027  -0.226
C: -1.988 -2.842 -0.421  -0.572
C: 1.230 1.433 0.210  -0.163
O: -1.903 1.313 0.151  -0.541
P: -1.371 0.015 -0.683  0.542
S: -1.916 -1.493 0.657  0.470
H: 3.050 2.188 0.800  0.066
H: 3.209 0.609 0.219  0.062
H: 2.996 1.902 -0.975  0.081
H: -1.580 -2.700 -1.375  -0.006
H: -3.171 -2.928 -0.500  0.071
H: -1.733 -3.788 -0.043  0.007
H: 0.584 2.393 0.124  0.063
H: 1.025 0.648 1.086  0.080
H: -1.109 1.716 0.724  0.065

The energy above the lowest of the compared OMol25 structures with the same formula, charge and spin is 112.6 kcal per mole. The calculation puts the molecular weight at 124.1 g mol⁻¹. The calculation puts the HOMO energy (alpha / beta) at -8.29 / -7.00 eV.

***

No. 2
An isolated molecule of C7H8, computed with the ωB97M-V functional and the def2-TZVPD basis.

Each line ends with the Löwdin charge.
Atoms and positions in Å:
C: 2.992 1.225 -0.504  0.103
C: 1.833 0.912 -0.394  -0.136
C: 0.369 0.799 -0.326  -0.191
C: -0.270 -0.317 0.540  -0.386
C: -0.235 -1.715 -0.092  -0.067
C: -1.662 0.110 0.758  -0.134
C: -2.781 0.546 0.854  0.124
H: 4.016 1.508 -0.622  0.023
H: -0.030 0.716 -1.345  0.128
H: 0.015 1.757 0.067  0.121
H: 0.247 -0.349 1.508  0.144
H: -0.725 -1.705 -1.072  0.085
H: 0.794 -2.068 -0.218  0.080
H: -0.778 -2.424 0.543  0.082
H: -3.770 0.937 0.941  0.026

The energy above the lowest of the compared OMol25 structures with the same formula, charge and spin is 87.9 kcal per mole. The calculation puts the molecular weight at 92.1 g mol⁻¹. The calculation puts the HOMO energy at -9.97 eV. As for the SMILES: C#CC[C@H](C)C#C.

***

No. 3
A cluster of 2 separate species, C4H11S in total at a distorted geometry, computed with the ωB97M-V functional and the def2-TZVPD basis.

Each line ends with the Löwdin charge.
Atoms and positions in Å:
C: 1.579 0.019 1.284  -0.134
C: 0.503 -1.659 -0.347  -0.130
C: -1.333 0.132 1.172  -0.145
C: -0.022 1.009 -1.341  -0.198
S: 0.233 0.126 0.246  0.816
H: 2.587 0.165 0.801  0.027
H: -0.082 2.245 0.519  0.200
H: 1.351 -1.761 -0.996  0.076
H: -0.311 -2.002 -0.836  0.024
H: 0.727 -2.177 0.619  0.092
H: -1.843 1.054 0.939  0.063
H: -1.235 -0.035 2.184  0.060
H: -1.918 -0.638 0.728  0.070
H: -1.010 1.408 -1.444  0.068
H: 0.068 0.354 -2.191  0.073
H: 0.707 1.759 -1.336  0.038

The net charge is +1. The energy above the lowest of the compared OMol25 structures with the same formula, charge and spin is 181.7 kcal per mole. The calculation puts the molecular weight at 91.2 g mol⁻¹. The calculation puts the HOMO energy (alpha / beta) at -13.25 / -13.79 eV.

***

No. 4
A structure of composition C47H55BF4Ge2LaSb2 at a distorted geometry, computed with the ωB97M-V functional and the def2-TZVPD basis.

Each line ends with the Löwdin charge.
Atoms and positions in Å:
La: -0.157 -0.202 -1.123  1.865
C: 1.415 -3.449 -1.926  -0.342
C: 2.386 -2.363 -1.455  -0.426
C: 2.225 -0.954 -2.089  -0.462
Sb: 2.857 0.761 -0.429  1.493
C: 5.026 0.348 -0.692  -0.323
C: 5.507 -0.833 -0.135  -0.147
C: 6.850 -1.200 -0.280  -0.080
C: 7.701 -0.367 -0.983  -0.086
C: 7.216 0.816 -1.539  -0.082
C: 5.886 1.199 -1.377  -0.118
C: 2.547 0.734 1.805  -0.330
C: 3.612 0.727 2.707  -0.136
C: 3.463 1.179 4.024  -0.091
C: 2.241 1.646 4.510  -0.073
C: 1.149 1.557 3.639  -0.085
C: 1.305 1.137 2.321  -0.166
Sb: 0.118 -4.456 -0.263  1.486
C: 1.411 -6.254 0.035  -0.408
C: 0.932 -7.286 0.822  -0.139
C: 1.639 -8.496 0.890  -0.083
C: 2.792 -8.654 0.158  -0.109
C: 3.326 -7.580 -0.512  -0.092
C: 2.647 -6.356 -0.580  -0.140
C: 0.644 -3.888 1.812  -0.404
C: -0.376 -3.412 2.632  -0.154
C: -0.130 -3.196 3.972  -0.081
C: 1.139 -3.472 4.474  -0.090
C: 2.118 -3.989 3.665  -0.089
C: 1.875 -4.251 2.314  -0.138
H: 2.015 -4.271 -2.407  0.053
H: 0.653 -3.074 -2.632  0.024
H: 3.403 -2.703 -1.707  0.100
H: 2.427 -2.298 -0.352  0.054
H: 1.375 -0.889 -2.809  -0.006
H: 3.127 -0.725 -2.683  0.049
H: 4.822 -1.535 0.329  0.092
H: 7.194 -2.130 0.173  0.110
H: 8.774 -0.603 -1.116  0.116
H: 7.868 1.408 -2.164  0.103
H: 5.525 2.092 -1.878  0.089
H: 4.575 0.300 2.385  0.092
H: 4.370 1.214 4.607  0.098
H: 2.183 2.065 5.522  0.110
H: 0.126 1.742 4.003  0.115
H: 0.386 1.147 1.714  0.064
H: -0.027 -7.179 1.351  0.104
H: 1.224 -9.345 1.448  0.110
H: 3.363 -9.550 0.193  0.095
H: 4.304 -7.705 -0.980  0.105
H: 3.103 -5.523 -1.117  0.080
H: -1.346 -3.202 2.260  0.080
H: -0.909 -2.741 4.597  0.114
H: 1.397 -3.256 5.501  0.104
H: 3.090 -4.240 4.045  0.099
H: 2.728 -4.527 1.683  0.102
F: -2.079 -2.755 -2.753  0.113
B: -2.508 -1.621 -2.030  -1.263
F: -1.928 -0.440 -2.647  -0.094
F: -1.878 -1.652 -0.685  -0.155
F: -3.844 -1.445 -1.953  0.208
C: 0.207 3.807 -2.630  -0.072
C: 1.611 3.170 -2.390  -0.718
C: 2.631 4.299 -2.066  -0.074
C: 2.000 2.385 -3.640  -0.081
C: 1.521 2.268 -1.143  -0.438
H: 0.225 4.410 -3.525  0.077
H: -0.111 4.465 -1.815  0.081
H: -0.587 3.074 -2.811  0.061
H: 2.650 5.029 -2.911  0.087
H: 3.662 3.855 -2.013  0.071
H: 2.339 4.823 -1.133  0.089
H: 1.948 3.026 -4.499  0.075
H: 1.306 1.537 -3.842  0.078
H: 3.006 1.918 -3.599  0.081
H: 1.055 2.825 -0.263  0.022
C: -5.244 1.302 -3.394  -0.285
Ge: -4.748 2.859 -2.316  0.665
C: -6.388 3.747 -1.693  -0.273
C: -3.640 4.209 -3.360  -0.257
Ge: -3.301 1.926 -0.492  0.812
C: -4.607 0.864 0.643  -0.410
C: -4.388 0.630 1.996  -0.137
C: -5.341 -0.063 2.769  -0.097
C: -6.507 -0.565 2.192  -0.103
C: -6.691 -0.364 0.822  -0.090
C: -5.742 0.321 0.055  -0.143
C: -3.107 3.372 0.911  -0.409
C: -4.258 3.796 1.571  -0.147
C: -4.228 4.826 2.501  -0.098
C: -3.028 5.374 2.920  -0.123
C: -1.863 4.997 2.280  -0.112
C: -1.920 4.079 1.201  -0.128
H: -6.314 1.340 -3.581  0.004
H: -5.089 0.298 -2.951  -0.002
H: -4.711 1.393 -4.382  0.029
H: -7.204 3.621 -2.455  0.024
H: -6.169 4.829 -1.564  0.019
H: -6.747 3.315 -0.739  0.006
H: -4.348 4.876 -3.836  -0.005
H: -3.008 3.712 -4.102  0.002
H: -3.048 4.780 -2.630  0.003
H: -3.490 1.057 2.440  0.091
H: -5.168 -0.110 3.842  0.093
H: -7.246 -1.061 2.793  0.088
H: -7.559 -0.757 0.312  0.094
H: -5.981 0.483 -0.995  0.066
H: -5.233 3.398 1.314  0.091
H: -5.149 5.172 2.953  0.097
H: -2.939 6.066 3.767  0.101
H: -0.937 5.465 2.588  0.089
H: -0.993 3.922 0.610  0.070

The energy above the lowest of the compared OMol25 structures with the same formula, charge and spin is 22.6 kcal per mole. The calculation puts the molecular weight at 1234.4 g mol⁻¹. The calculation puts the HOMO energy (alpha / beta) at -6.09 / -6.12 eV. Its expectation value of S² is 0.76. The spin multiplicity is 2.

***

No. 5
A structure of composition C14H13BF4NS4Ti at a distorted geometry, computed with the ωB97M-V functional and the def2-TZVPD basis.

Each line ends with the Löwdin charge.
Atoms and positions in Å:
Ti: 1.024 0.425 0.293  0.650
S: -1.603 -0.464 0.597  0.048
S: -1.266 -1.776 2.128  -0.133
S: -0.273 -0.587 3.468  -0.117
S: 1.548 -0.314 2.517  0.064
C: 0.784 -1.133 -1.046  -0.288
H: 1.748 -1.255 -1.550  0.004
H: -0.005 -0.969 -1.780  -0.007
H: 0.545 -2.038 -0.483  -0.010
F: 2.718 1.983 0.434  0.065
B: 3.425 1.131 -0.476  -1.268
F: 3.317 -0.148 0.136  0.056
F: 4.690 1.527 -0.746  0.202
F: 2.566 1.077 -1.604  0.094
N: -0.083 1.860 0.386  -0.085
C: -0.819 2.867 0.208  -0.278
C: -1.156 3.359 -1.162  -0.153
C: -0.259 3.167 -2.210  -0.012
C: -0.582 3.577 -3.493  -0.077
C: -1.810 4.176 -3.747  -0.099
C: -2.711 4.364 -2.710  -0.087
C: -2.384 3.964 -1.422  -0.037
C: -1.393 3.577 1.393  -0.163
C: -1.758 2.833 2.510  -0.018
C: -2.275 3.473 3.627  -0.071
C: -2.415 4.854 3.643  -0.101
C: -2.031 5.601 2.536  -0.094
C: -1.529 4.963 1.412  -0.048
H: 0.696 2.697 -2.012  0.102
H: 0.127 3.424 -4.297  0.102
H: -2.064 4.494 -4.751  0.095
H: -3.674 4.820 -2.901  0.097
H: -3.094 4.102 -0.617  0.116
H: -1.625 1.759 2.487  0.047
H: -2.561 2.886 4.491  0.103
H: -2.819 5.351 4.516  0.094
H: -2.121 6.680 2.549  0.095
H: -1.228 5.544 0.548  0.114

The net charge is -1. The energy above the lowest of the compared OMol25 structures with the same formula, charge and spin is 23.9 kcal per mole. The calculation puts the molecular weight at 458.2 g mol⁻¹. The calculation puts the HOMO energy at -4.31 eV.

***

No. 6
A cluster of 4 separate species, C12H28N4O4 in total at a distorted geometry, computed with the ωB97M-V functional and the def2-TZVPD basis.

Each line ends with the Löwdin charge.
Atoms and positions in Å:
C: -3.967 2.002 -2.517  -0.178
O: -5.086 2.165 -2.949  0.189
N: -2.876 1.921 -3.391  -0.023
C: -1.603 1.881 -2.696  0.019
C: -3.003 1.642 -4.801  0.042
H: -3.660 2.296 -1.501  0.159
H: -1.402 0.842 -2.436  0.102
H: -1.361 2.484 -1.820  0.113
H: -0.872 2.013 -3.493  0.119
H: -2.309 2.164 -5.460  0.131
H: -2.805 0.590 -5.007  0.137
H: -4.060 1.595 -5.062  0.117
C: 2.540 -4.292 1.850  -0.351
O: 1.780 -5.033 1.223  0.000
N: 3.928 -4.413 1.912  -0.181
C: 4.639 -3.731 3.038  -0.046
C: 4.836 -5.029 0.940  -0.048
H: 2.232 -3.588 2.638  0.125
H: 4.612 -4.377 3.916  0.087
H: 4.024 -2.871 3.301  0.074
H: 5.700 -3.549 2.866  0.087
H: 4.440 -5.752 0.227  0.091
H: 5.228 -4.153 0.422  0.082
H: 5.752 -5.422 1.382  0.084
C: -1.842 2.395 2.572  -0.372
O: -2.577 1.719 3.278  0.013
N: -2.278 3.433 1.890  -0.199
C: -1.397 4.404 1.271  -0.041
C: -3.695 3.639 1.777  -0.056
H: -0.741 2.395 2.567  0.127
H: -0.452 4.219 1.782  0.087
H: -1.766 5.402 1.508  0.098
H: -1.205 4.242 0.210  0.069
H: -4.092 4.495 2.322  0.096
H: -4.091 3.740 0.766  0.072
H: -4.194 2.786 2.236  0.087
C: 0.375 0.052 0.662  -0.310
O: -0.264 1.033 0.316  -0.017
N: 0.893 -0.787 -0.264  -0.167
C: 0.550 -0.941 -1.743  0.005
C: 1.788 -1.884 0.140  -0.072
H: 0.732 -0.293 1.645  0.148
H: 1.403 -1.219 -2.362  0.092
H: 0.245 0.065 -2.031  0.043
H: -0.219 -1.712 -1.700  0.102
H: 2.396 -1.654 1.015  0.086
H: 1.160 -2.774 0.145  0.087
H: 2.561 -2.141 -0.585  0.091

The net charge is +1. The energy above the lowest of the compared OMol25 structures with the same formula, charge and spin is 35.8 kcal per mole. The calculation puts the molecular weight at 292.4 g mol⁻¹. The calculation puts the HOMO energy (alpha / beta) at -11.01 / -11.01 eV. Its expectation value of S² is 0.77. The spin multiplicity is 2.